Entry 1:
Entry from OMol25: a molecular structure, C8H22Br2N2O2V at a distorted geometry (the ωB97M-V functional and the def2-TZVPD basis).

The geometry in XYZ format:
```
37
C8H22Br2N2O2V | OMol25 | the ωB97M-V functional and the def2-TZVPD basis
V 1.42 -0.25 -1.80
Br 0.77 0.74 -5.48
Br 4.51 -2.37 -2.06
C -1.56 -4.53 0.72
C -0.88 -3.09 0.64
C 0.22 -2.91 1.74
O 0.82 -1.66 1.53
C 1.95 -1.50 2.41
N -0.39 -2.83 -0.77
H -0.76 -5.25 0.89
H -1.99 -4.78 -0.26
H -2.35 -4.56 1.47
H -1.62 -2.31 0.80
H 0.96 -3.71 1.67
H -0.20 -3.04 2.74
H 2.25 -0.47 2.56
H 2.82 -2.08 2.12
H 1.75 -1.92 3.40
H -1.16 -3.10 -1.37
H 0.18 -3.64 -0.94
C 0.68 4.67 0.43
C 0.35 3.21 -0.06
C -0.88 3.13 -0.96
O -1.21 1.76 -1.12
C -2.56 1.61 -1.57
N 1.60 2.65 -0.64
H -0.07 4.87 1.19
H 0.71 5.43 -0.35
H 1.68 4.83 0.83
H 0.08 2.77 0.90
H -0.79 3.67 -1.90
H -1.61 3.65 -0.35
H -3.35 2.11 -1.02
H -2.95 0.60 -1.72
H -2.56 2.05 -2.57
H 2.23 2.81 0.13
H 1.89 3.42 -1.23
```

Output
F_max: 1.9 eV/A
multiplicity: 4
⟨S²⟩: 3.8168
relative energy (zero: lowest compared OMol25 entry of this formula, charge and spin): 172.63 kcal per mole
highest occupied orbital energy (alpha / beta): -7.901 / -7.974 eV

Atom charges from the Mulliken analysis, given in e for atoms 1 to 6: V 1.1635; Br -0.6799; Br -0.6720; C -1.3785; C 0.1307; C -0.8511

=====

Entry 2:
Entry from OMol25: 4 unconnected molecules or ions with the total composition C30H37F3N7O at a distorted geometry (the ωB97M-V functional and the def2-TZVPD basis).

The geometry in XYZ format:
```
78
C30H37F3N7O | OMol25 | the ωB97M-V functional and the def2-TZVPD basis
C 0.45 3.19 0.00
N 1.85 3.21 0.50
C 2.75 2.58 -0.46
C 1.97 2.63 1.78
O 2.56 3.17 2.66
C 1.38 1.24 2.07
N 2.52 0.37 2.35
C 2.44 -0.92 2.50
N 3.57 -1.65 2.72
N 1.26 -1.64 2.47
C 0.56 -1.74 1.19
C 1.53 -1.77 0.00
C 0.76 -2.15 -1.24
F 0.35 -3.42 -1.21
F -0.32 -1.38 -1.41
F 1.53 -1.99 -2.32
C 0.44 -1.51 3.72
C -1.03 -1.27 3.52
C -1.89 -2.25 3.03
C -3.26 -2.00 2.90
C -3.77 -0.76 3.27
C -2.93 0.23 3.76
C -1.57 -0.03 3.88
H 0.14 4.18 -0.30
H -0.27 2.81 0.72
H 0.39 2.56 -0.88
H 3.78 2.83 -0.22
H 2.64 1.49 -0.52
H 2.56 2.96 -1.45
H 0.83 0.91 1.20
H 0.70 1.32 2.92
H 3.42 0.83 2.45
H 4.39 -1.07 2.87
H 3.46 -2.19 3.58
H -0.16 -0.94 1.01
H 0.02 -2.68 1.19
H 1.86 -0.75 -0.17
H 2.36 -2.45 0.15
H 0.57 -2.43 4.30
H 0.84 -0.71 4.35
H -1.52 -3.22 2.75
H -3.91 -2.76 2.51
H -4.84 -0.59 3.18
H -3.32 1.18 4.07
H -0.91 0.73 4.29
N 1.85 -6.31 3.05
C 1.61 -7.52 2.55
C 1.05 -7.74 1.29
C 0.72 -6.64 0.52
C 0.96 -5.37 1.03
C 1.53 -5.27 2.29
H 1.88 -8.36 3.18
H 0.88 -8.74 0.94
H 0.28 -6.76 -0.46
H 0.72 -4.49 0.47
H 1.74 -4.29 2.72
N -1.83 1.72 -6.23
C -1.19 0.59 -6.52
C -0.81 -0.34 -5.56
C -1.12 -0.08 -4.24
C -1.79 1.09 -3.92
C -2.12 1.95 -4.96
H -0.96 0.43 -7.57
H -0.29 -1.25 -5.85
H -0.84 -0.78 -3.46
H -2.05 1.33 -2.90
H -2.65 2.88 -4.76
N -1.51 5.45 -1.96
C -2.51 5.07 -2.76
C -2.94 5.81 -3.85
C -2.32 7.01 -4.13
C -1.28 7.42 -3.31
C -0.92 6.61 -2.24
H -2.97 4.13 -2.51
H -3.75 5.44 -4.47
H -2.63 7.61 -4.97
H -0.76 8.36 -3.49
H -0.11 6.90 -1.58
```

Output
charge: +1
F_max: 1.5 eV/A
multiplicity: 1
highest occupied orbital energy: -11.391 eV

Atom charges from the Mulliken analysis, given in e for atoms 1 to 6: C -0.8039; N 0.0790; C -0.8664; C -0.3065; O -0.4890; C 0.6343

=====

Entry 3:
Entry from OMol25: 3 unconnected molecules or ions with the total composition C14H23Br2N4O2S at a distorted geometry (the ωB97M-V functional and the def2-TZVPD basis).

The geometry in XYZ format:
```
46
C14H23Br2N4O2S | OMol25 | the ωB97M-V functional and the def2-TZVPD basis
N 2.75 0.65 3.66
C 2.72 2.13 3.51
C 1.54 2.84 4.39
N 0.24 2.35 3.85
C -0.59 1.31 4.39
C -1.81 1.13 3.46
Br -3.28 -0.15 3.63
N -1.54 2.14 2.46
N -2.32 2.41 1.32
C -1.67 1.79 0.34
S -0.61 1.30 -0.85
C -0.32 2.91 2.62
Br 0.42 4.34 1.50
H 2.06 0.31 4.34
H 2.66 0.19 2.74
H 3.75 2.60 3.74
H 2.43 2.34 2.41
H 1.68 2.70 5.51
H 1.61 3.97 4.15
H -0.29 0.78 5.35
C -0.73 -0.78 -5.25
C 0.26 0.06 -6.03
C 0.60 1.16 -5.04
O 0.48 0.58 -3.73
C -0.17 -0.69 -3.84
H -0.82 -1.80 -5.61
H -1.72 -0.31 -5.28
H 1.15 -0.53 -6.25
H -0.14 0.45 -6.97
H -0.11 1.99 -5.10
H 1.61 1.55 -5.17
H 0.58 -1.47 -3.67
H -0.94 -0.78 -3.07
C -0.79 -3.84 -0.26
C -1.79 -2.77 0.12
C -0.99 -1.94 1.11
O 0.38 -2.03 0.72
C 0.52 -3.07 -0.26
H -1.00 -4.32 -1.22
H -0.77 -4.62 0.51
H -2.03 -2.16 -0.76
H -2.72 -3.16 0.53
H -1.08 -2.34 2.12
H -1.30 -0.89 1.11
H 0.70 -2.60 -1.23
H 1.37 -3.71 -0.01
```

Output
charge: +1
F_max: 5.4 eV/A
multiplicity: 1
highest occupied orbital energy: -11.808 eV

Atom charges from the Mulliken analysis, given in e for atoms 1 to 6: N -0.5608; C -0.1625; C -0.8636; N 0.2956; C 0.1182; C -0.2868